16
Properties=species:S:1:pos:R:3 method="wB97M-V/def2-TZVPD" smiles="CC(=C=O)/N=C(/C)N" max_force_ev_per_a=3.87 de_lowest_kcal_mol=58.96 energy_ha=-379.9942 homo_energy_ev=-6.952 charge=0 gap_ev=7.68
C 2.566 -0.425 0.213
C 1.236 0.183 -0.083
C 1.015 1.145 -1.030
O 1.224 2.160 -1.596
N 0.172 -0.019 0.712
C -1.015 -0.016 0.110
C -2.196 0.356 0.969
N -1.346 -0.629 -1.093
H 3.284 0.348 0.504
H 2.960 -0.945 -0.666
H 2.489 -1.157 1.020
H -2.806 -0.532 1.174
H -1.871 0.788 1.916
H -2.817 1.081 0.436
H -2.250 -1.092 -1.102
H -0.646 -1.246 -1.484


16
Properties=species:S:1:pos:R:3 method="wB97M-V/def2-TZVPD" max_force_ev_per_a=4.53 de_lowest_kcal_mol=70.17 energy_ha=-379.9764 homo_energy_ev=-8.534 charge=0 gap_ev=8.46
H -0.232 -1.913 2.717
N -0.658 -1.374 1.968
C 0.120 -1.147 1.003
N 1.322 -1.738 0.711
C 0.124 0.489 0.325
C 0.386 1.677 0.850
C -0.346 0.094 -0.974
C -0.948 1.052 -1.948
O -0.510 -1.144 -1.036
H 1.411 -2.713 0.956
H 1.692 -1.464 -0.188
H 0.417 2.570 0.232
H 0.551 1.735 1.919
H -1.124 0.540 -2.892
H -0.302 1.919 -2.082
H -1.901 1.417 -1.561


16
Properties=species:S:1:pos:R:3 method="wB97M-V/def2-TZVPD" smiles="C[C@@]12CON=C[C@@H]1N2" max_force_ev_per_a=2.57 de_lowest_kcal_mol=141.56 energy_ha=-379.8626 homo_energy_ev=-8.923 charge=0 gap_ev=9.69
C 0.989 0.864 1.054
C 0.599 0.185 -0.240
C -0.543 0.996 -0.861
O -1.890 0.568 -0.349
N -1.996 -0.435 0.576
C -1.061 -1.339 0.561
C -0.060 -1.210 -0.466
N 1.352 -1.053 -0.414
H 0.426 1.781 1.249
H 2.067 1.007 1.096
H 0.879 0.152 1.833
H -0.503 1.062 -1.975
H -0.296 1.986 -0.404
H -1.295 -2.190 1.162
H -0.399 -1.196 -1.472
H 1.730 -1.175 -1.350


16
Properties=species:S:1:pos:R:3 method="wB97M-V/def2-TZVPD" smiles="CC1=NN=CC1.C=O" max_force_ev_per_a=1.46 de_lowest_kcal_mol=68.70 energy_ha=-379.9787 homo_energy_ev=-9.282 charge=0 gap_ev=10.16
C 1.872 0.582 1.811
C 0.802 0.076 0.908
N 0.988 -0.302 -0.306
N -0.207 -0.843 -0.812
C -1.160 -0.562 0.012
C -0.656 -0.042 1.295
H 2.626 -0.195 1.990
H 2.373 1.458 1.387
H 1.424 0.818 2.763
H -2.204 -0.805 -0.195
H -1.112 0.911 1.594
H -0.832 -0.761 2.108
C -0.974 -0.092 -3.140
O -1.260 0.848 -2.470
H -1.115 -1.130 -2.785
H -0.567 0.039 -4.158


16
Properties=species:S:1:pos:R:3 method="wB97M-V/def2-TZVPD" max_force_ev_per_a=4.80 de_lowest_kcal_mol=42.11 energy_ha=-379.2123 homo_energy_ev=-17.557 charge=+2 gap_ev=6.96
C -1.927 -0.379 -1.227
C 1.517 0.973 1.724
C -0.146 0.271 0.353
C -3.071 -0.425 -2.031
C 2.118 -0.867 0.249
N -0.943 -0.243 -0.537
N 1.097 0.042 0.792
O 0.707 1.703 2.319
H 2.574 0.786 1.845
H 0.979 2.409 3.072
H -2.837 0.219 -2.990
H -3.764 0.258 -1.549
H -3.251 -1.504 -2.422
H 2.581 -1.296 1.084
H 2.674 -0.247 -0.327
H 1.692 -1.701 -0.354


17
Properties=species:S:1:pos:R:3 method="wB97M-V/def2-TZVPD" max_force_ev_per_a=1.65 de_lowest_kcal_mol=98.12 energy_ha=-455.2021 homo_energy_ev="-8.511 / -8.511" charge=0 gap_ev="8.54 / 8.54"
H -0.024 -0.162 -2.867
N 0.512 -0.863 -2.344
C 1.050 -0.353 -1.307
C 0.847 1.075 -0.876
O 0.207 1.874 -1.530
H 1.678 -0.990 -0.692
H 1.566 1.396 -0.095
C 0.084 -0.159 2.042
C -0.757 0.130 0.827
O -1.530 1.264 0.836
C -1.100 -0.877 0.013
N -1.435 -1.751 -0.744
H 0.818 0.634 2.185
H -0.544 -0.212 2.933
H 0.609 -1.104 1.929
H -1.073 1.960 1.325
H -0.908 -1.862 -1.635


17
Properties=species:S:1:pos:R:3 method="wB97M-V/def2-TZVPD" smiles="CC[C@@](C)(C#N)[N+](=O)[O-]" max_force_ev_per_a=6.28 de_lowest_kcal_mol=126.80 energy_ha=-455.1564 homo_energy_ev=-11.681 charge=0 gap_ev=11.16
C 0.548 2.002 0.147
C 0.988 0.556 0.178
C -0.256 -0.523 -0.068
C 0.157 -1.953 0.164
C -1.190 -0.152 1.044
N -1.923 0.211 1.854
N -0.970 -0.352 -1.285
O -2.055 -0.930 -1.382
O -0.385 0.279 -2.152
H -0.305 2.166 0.955
H 0.113 2.456 -0.655
H 1.421 2.554 0.290
H 1.643 0.368 -0.594
H 1.497 0.255 1.113
H 1.185 -2.020 -0.236
H 0.031 -2.398 1.065
H -0.499 -2.518 -0.437


17
Properties=species:S:1:pos:R:3 method="wB97M-V/def2-TZVPD" max_force_ev_per_a=3.87 de_lowest_kcal_mol=146.76 energy_ha=-455.1246 homo_energy_ev="-8.604 / -8.602" charge=0 gap_ev="8.70 / 8.69"
C -0.990 -0.426 0.311
C 2.271 0.893 -0.552
C 0.423 0.068 0.463
C 1.226 -0.155 1.680
C -2.758 -0.355 -1.312
N 0.836 1.023 -0.489
N 1.467 -0.115 -1.067
O -1.472 -1.138 1.148
O -1.467 0.011 -0.833
H 2.819 1.421 -1.438
H 3.030 0.655 0.296
H 1.407 0.756 2.145
H 2.266 -0.717 1.584
H 0.546 -0.613 2.355
H -3.399 -0.923 -0.491
H -2.771 -0.873 -2.332
H -3.432 0.490 -1.470


18
Properties=species:S:1:pos:R:3 method="wB97M-V/def2-TZVPD" max_force_ev_per_a=4.96 de_lowest_kcal_mol=52.80 energy_ha=-853.4592 homo_energy_ev=-9.175 charge=0 gap_ev=9.73
C -2.078 -0.422 0.182
C -0.811 1.449 -0.671
C -0.031 -0.797 0.016
C 0.447 -1.214 1.440
C 1.590 1.129 -0.464
N -2.024 0.857 -0.288
N 0.251 0.609 -0.412
O -2.827 -1.254 0.556
O -0.736 2.578 -1.103
S -0.045 -1.932 -1.291
H 0.005 -2.179 1.545
H 0.341 -0.496 2.152
H 1.474 -1.482 1.538
H 2.090 0.807 0.334
H 2.194 0.935 -1.325
H 1.666 2.215 -0.444
H -2.822 1.335 -0.359
H 1.317 -2.137 -1.406


18
Properties=species:S:1:pos:R:3 method="wB97M-V/def2-TZVPD" max_force_ev_per_a=5.13 de_lowest_kcal_mol=157.20 energy_ha=-853.2929 homo_energy_ev=-8.895 charge=0 gap_ev=8.34
C -0.360 -1.706 0.067
C -0.148 -0.435 -0.325
N 0.969 -0.114 -0.994
C 2.217 -0.139 -0.941
N 2.911 -0.887 0.136
O 3.706 -0.225 0.819
O 2.588 -2.069 0.207
C -1.095 0.751 -0.272
C -2.171 0.756 0.939
S -0.220 2.296 -0.431
H 0.319 -2.502 -0.011
H -1.378 -1.965 0.295
H 2.844 0.338 -1.582
H -1.749 0.587 -1.097
H -3.125 0.497 0.636
H -2.261 1.748 1.517
H -1.854 0.179 1.849
H -1.194 2.892 -0.812


18
Properties=species:S:1:pos:R:3 method="wB97M-V/def2-TZVPD" smiles="[H]/N=C(/O)[C@]1(C(N)=O)CCO1" max_force_ev_per_a=2.21 de_lowest_kcal_mol=24.71 energy_ha=-530.5379 homo_energy_ev=-9.527 charge=0 gap_ev=10.16
H 0.237 2.660 0.246
N 1.172 2.359 -0.030
C 1.163 1.133 -0.364
O 2.313 0.539 -0.682
C 0.056 0.109 -0.110
C -1.336 0.740 -0.221
N -2.157 0.125 -1.074
O -1.640 1.713 0.465
C 0.241 -0.730 1.183
C 0.352 -1.916 0.217
O 0.195 -1.048 -0.927
H 2.957 0.842 0.014
H -3.104 0.457 -1.192
H -1.834 -0.680 -1.594
H 1.148 -0.494 1.748
H -0.627 -0.732 1.850
H 1.323 -2.426 0.199
H -0.460 -2.652 0.272


17
Properties=species:S:1:pos:R:3 method="wB97M-V/def2-TZVPD" smiles="SC1=NCC=N1.C=CO" max_force_ev_per_a=3.69 de_lowest_kcal_mol=81.52 energy_ha=-778.1699 homo_energy_ev=-8.809 charge=0 gap_ev=9.17
S -0.635 1.538 2.068
C 0.515 1.061 0.825
N 1.654 0.551 1.100
C 2.293 0.440 -0.184
C 1.190 0.702 -1.135
N 0.128 1.093 -0.543
H -0.006 1.905 3.190
H 3.152 1.030 -0.296
H 2.676 -0.590 -0.308
H 1.225 0.839 -2.266
C -1.404 -1.059 0.464
C -1.695 -1.673 -0.668
O -2.469 -1.244 -1.676
H -1.760 -0.103 0.614
H -0.752 -1.503 1.197
H -1.381 -2.727 -0.923
H -2.732 -0.260 -1.460